Entry 1:
{"formula": "C42H78O32P6", "method": "ωB97M-V/def2-TZVPD", "species": ["C", "O", "P", "O", "O", "C", "O", "C", "H", "H", "H", "H", "H", "H", "H", "H", "H", "C", "O", "P", "O", "O", "C", "O", "C", "H", "H", "H", "H", "H", "H", "H", "H", "H", "C", "O", "P", "O", "O", "C", "O", "C", "H", "H", "H", "H", "H", "H", "H", "H", "H", "C", "O", "P", "O", "O", "C", "O", "C", "H", "H", "H", "H", "H", "H", "H", "H", "H", "C", "O", "P", "O", "O", "C", "O", "C", "H", "H", "H", "H", "H", "H", "H", "H", "H", "C", "O", "P", "O", "O", "C", "O", "C", "H", "H", "H", "H", "H", "H", "H", "H", "H", "O", "C", "C", "C", "C", "O", "C", "C", "H", "H", "H", "H", "H", "H", "O", "C", "C", "C", "C", "O", "C", "C", "H", "H", "H", "H", "H", "H", "O", "C", "C", "C", "C", "O", "C", "C", "H", "H", "H", "H", "H", "H", "O", "C", "C", "C", "C", "O", "C", "C", "H", "H", "H", "H", "H", "H"], "coordinates": [[3.017, 5.443, -2.907], [3.883, 4.443, -3.340], [4.388, 3.216, -2.355], [4.768, 3.513, -0.990], [3.219, 2.128, -2.466], [2.873, 1.504, -3.674], [5.520, 2.476, -3.255], [6.423, 3.312, -3.972], [2.038, 5.267, -3.352], [3.265, 6.390, -3.388], [2.960, 5.519, -1.821], [1.959, 1.811, -4.182], [2.976, 0.444, -3.439], [3.674, 1.571, -4.411], [5.950, 3.403, -4.949], [7.306, 2.673, -3.989], [6.819, 4.215, -3.507], [-1.344, -4.305, -6.793], [-0.530, -3.892, -5.708], [1.050, -3.602, -5.977], [1.312, -2.346, -6.774], [1.521, -4.955, -6.642], [1.800, -4.956, -8.037], [1.745, -3.687, -4.492], [1.140, -3.407, -3.211], [-0.848, -4.226, -7.760], [-2.281, -3.786, -6.994], [-1.702, -5.316, -6.599], [2.864, -5.181, -8.120], [1.673, -4.088, -8.684], [1.062, -5.678, -8.386], [0.500, -4.140, -2.720], [0.490, -2.537, -3.302], [1.884, -3.055, -2.496], [4.575, -3.715, 2.443], [5.421, -3.237, 1.371], [5.006, -2.140, 0.252], [4.783, -2.807, -1.084], [6.330, -1.152, 0.401], [6.123, 0.221, 0.160], [3.717, -1.347, 0.807], [2.812, -0.653, -0.005], [3.573, -3.307, 2.572], [5.163, -3.578, 3.351], [4.405, -4.768, 2.221], [7.062, 0.667, -0.170], [5.914, 0.710, 1.111], [5.493, 0.532, -0.674], [3.290, 0.042, -0.695], [2.127, -0.162, 0.686], [2.430, -1.451, -0.641], [-0.598, -0.245, 8.139], [-1.463, -1.192, 7.585], [-3.058, -0.919, 7.277], [-3.681, 0.152, 8.122], [-3.041, -0.745, 5.727], [-3.987, -0.065, 4.993], [-3.711, -2.426, 7.477], [-5.132, -2.714, 7.154], [0.025, 0.141, 7.332], [-0.087, -0.692, 8.992], [-1.109, 0.622, 8.557], [-3.585, 0.742, 4.381], [-4.742, 0.475, 5.567], [-4.294, -0.750, 4.204], [-5.203, -2.771, 6.068], [-5.849, -1.914, 7.339], [-5.498, -3.666, 7.537], [1.105, 2.460, -0.136], [0.495, 1.928, 1.011], [-0.993, 1.220, 1.021], [-2.129, 2.001, 0.371], [-0.774, -0.231, 0.262], [-0.868, -0.403, -1.131], [-1.180, 0.788, 2.631], [-0.045, 0.839, 3.510], [0.543, 3.369, -0.352], [1.088, 1.793, -0.998], [2.135, 2.699, 0.130], [-1.181, 0.533, -1.593], [-1.607, -1.160, -1.396], [-0.008, -0.871, -1.609], [0.775, 1.519, 3.280], [0.256, -0.195, 3.681], [-0.289, 1.174, 4.518], [-6.105, -0.866, -1.944], [-5.566, -1.248, -0.779], [-5.411, -2.788, -0.228], [-4.525, -3.760, -0.854], [-4.924, -2.541, 1.341], [-3.698, -1.830, 1.545], [-6.947, -3.316, 0.000], [-7.723, -2.680, 0.913], [-5.341, -0.415, -2.577], [-6.953, -0.182, -1.977], [-6.471, -1.720, -2.514], [-3.730, -0.893, 2.101], [-3.273, -1.564, 0.577], [-2.970, -2.490, 2.017], [-7.852, -3.377, 1.741], [-8.687, -2.268, 0.616], [-7.288, -1.780, 1.350], [-0.751, 5.758, 4.021], [-1.870, 5.022, 4.044], [-2.218, 4.355, 2.936], [-3.491, 3.675, 2.753], [-4.418, 3.726, 3.768], [-5.620, 3.127, 3.662], [-4.079, 4.364, 4.960], [-2.797, 4.916, 5.103], [-0.519, 5.991, 4.923], [-1.530, 4.263, 2.108], [-3.765, 3.262, 1.794], [-6.213, 3.676, 4.181], [-4.701, 4.227, 5.832], [-2.587, 5.384, 6.054], [-1.865, -2.232, -4.030], [-1.921, -1.064, -4.696], [-1.214, 0.028, -4.352], [-1.348, 1.189, -5.175], [-2.414, 1.218, -6.119], [-2.622, 2.502, -6.601], [-3.221, 0.094, -6.364], [-2.970, -1.057, -5.663], [-1.593, -2.949, -4.607], [-0.390, 0.072, -3.654], [-0.767, 2.059, -4.906], [-3.272, 2.418, -7.303], [-4.109, 0.066, -6.979], [-3.669, -1.869, -5.799], [6.446, 5.111, 5.110], [5.987, 5.333, 3.839], [5.035, 4.503, 3.228], [4.490, 4.808, 1.983], [5.040, 5.840, 1.249], [4.532, 5.981, -0.039], [5.910, 6.733, 1.834], [6.341, 6.491, 3.110], [6.961, 5.832, 5.479], [4.651, 3.646, 3.763], [3.633, 4.462, 1.423], [4.599, 5.134, -0.486], [6.311, 7.571, 1.284], [7.095, 7.123, 3.558], [-2.327, -5.146, -1.867], [-1.416, -5.087, -0.915], [-0.521, -6.188, -0.722], [0.541, -6.118, 0.199], [0.578, -4.907, 0.990], [1.696, -4.852, 1.812], [-0.308, -3.821, 0.807], [-1.286, -3.965, -0.108], [-3.176, -4.849, -1.531], [-0.698, -6.987, -1.427], [1.230, -6.933, 0.364], [2.236, -5.646, 1.801], [-0.099, -2.907, 1.343], [-1.992, -3.190, -0.368]], "forces_ev_per_angstrom": [[-1.44, 1.01, -0.20], [2.15, -2.43, 0.92], [-0.83, -0.93, -3.86], [-0.08, 0.36, 0.81], [0.31, 1.50, 1.28], [1.32, -1.53, -1.20], [-1.70, 1.59, 1.93], [1.18, -1.33, -0.65], [-0.32, -0.44, 0.41], [0.68, 0.06, 0.44], [-0.02, 0.24, -0.13], [-0.21, 0.07, 0.73], [-1.04, -0.22, -0.15], [0.07, 0.60, -0.08], [0.64, 0.68, -0.07], [0.13, 0.08, -0.73], [-0.96, 0.28, 0.20], [-0.60, -0.92, -1.05], [0.33, 0.56, 0.27], [0.55, 2.17, 1.00], [-0.49, -2.49, 1.52], [0.02, 1.42, 0.52], [0.21, -0.93, -0.84], [-1.18, -0.51, -1.47], [-0.70, 1.74, 0.20], [0.36, -0.27, 0.13], [0.19, 0.98, 0.92], [0.52, -0.24, -0.09], [-0.25, -0.71, -0.33], [-0.39, 0.76, 1.00], [0.79, -0.50, -0.62], [0.39, -0.77, -0.65], [-0.17, 0.07, -0.29], [0.57, -0.58, -0.35], [0.39, -0.55, -0.11], [-1.23, 1.67, -0.51], [0.73, -1.79, -0.99], [0.35, 1.87, 2.11], [-2.17, -1.53, -0.63], [1.21, 1.40, 0.05], [2.64, -0.58, 1.30], [-0.17, -0.62, -1.05], [0.29, 0.65, -0.48], [-0.20, -0.19, 0.03], [0.25, -0.09, 0.29], [0.41, -0.33, 0.18], [-0.60, 0.15, -0.22], [-0.74, -0.56, 0.26], [0.12, 0.36, 0.32], [-0.24, -0.13, -0.47], [-1.08, 0.40, -0.09], [-0.11, 1.17, 0.46], [-3.01, -1.06, -0.78], [0.15, -0.68, 2.73], [0.79, -1.40, -1.59], [1.33, -0.08, 0.46], [-0.91, 1.25, -2.04], [-0.39, 1.07, 0.25], [0.75, 0.86, -1.45], [0.51, -0.24, 0.29], [0.43, -0.13, -0.43], [-0.41, -0.01, -0.07], [0.89, 0.18, 0.27], [-0.36, -0.76, 0.22], [-0.99, -0.11, 0.44], [0.27, -0.37, -0.21], [0.40, 0.21, 0.95], [0.68, 0.22, 0.49], [-0.31, 0.83, -0.49], [-2.10, -1.77, 1.38], [-0.81, 0.15, -0.72], [2.73, -1.66, 1.75], [0.35, 1.03, 2.09], [-0.98, -0.04, -1.04], [0.69, 1.48, -2.96], [0.39, -0.62, 1.34], [0.31, 0.17, -0.49], [0.00, -0.12, 0.10], [-0.06, -0.06, -0.08], [0.22, -0.10, -0.22], [-0.58, 0.13, 0.40], [0.77, 0.61, 0.51], [-0.17, -0.35, -0.90], [0.52, 0.06, -0.38], [-1.07, 0.16, -0.13], [-0.83, -0.01, -4.29], [1.30, -2.29, 3.95], [-1.10, 1.16, 3.08], [-0.40, 0.29, -1.01], [-1.12, 0.51, -1.72], [1.15, -0.16, -0.84], [3.16, -0.18, -2.66], [-1.38, 1.52, 3.04], [0.14, 0.12, 0.01], [0.01, 0.21, 1.17], [-0.03, -0.25, -0.17], [-0.84, -0.16, 0.14], [0.14, 0.10, -0.05], [-0.19, -0.10, 0.14], [-0.39, 0.12, 0.12], [-0.16, -0.77, -0.92], [0.61, -0.06, 0.00], [0.98, 0.33, 0.56], [-2.01, -0.47, 1.22], [-2.00, -2.44, -2.68], [1.34, 1.43, 0.45], [1.31, 0.54, 0.27], [-1.06, -0.32, -0.39], [1.90, -0.41, 0.00], [-0.64, 0.85, 0.29], [0.16, 0.20, 0.11], [0.11, 0.29, -0.16], [0.31, -0.25, 0.01], [-0.42, -0.26, 0.07], [-0.17, 0.30, 0.10], [0.21, 0.09, 0.21], [0.60, -0.65, 1.95], [-2.75, -1.78, -1.18], [1.35, 2.40, -1.85], [-1.97, -1.76, 0.37], [1.60, 1.22, 1.48], [-0.42, -0.99, -0.57], [0.28, 0.53, 0.20], [1.07, 1.28, 0.46], [0.22, -0.23, -0.18], [-0.19, -0.54, 0.25], [-0.15, 0.22, -0.42], [-0.14, 0.34, -0.23], [0.06, 0.60, -0.38], [0.36, -0.39, 0.26], [-0.39, -0.93, -0.09], [-0.57, 1.36, -1.39], [-0.48, -0.42, 0.73], [1.03, 0.85, -0.03], [-1.02, 0.02, -0.73], [0.53, 1.62, 0.63], [0.25, 0.06, -0.81], [0.76, -1.03, 1.44], [-0.02, 0.23, -0.45], [-0.01, -0.06, 0.24], [-0.12, -1.27, 0.76], [0.20, -0.63, 0.08], [-0.10, 0.09, -0.09], [0.01, 0.36, 0.03], [-0.89, -0.75, -1.52], [2.46, -1.17, 2.14], [-0.24, 1.15, -0.32], [-2.59, 2.34, 0.06], [1.53, -2.30, -1.21], [-0.63, 1.60, 0.73], [2.69, -1.29, 1.58], [-1.56, 0.06, -1.85], [-0.50, 0.51, 0.01], [0.29, -0.44, 0.18], [0.09, 0.05, -0.05], [-0.43, -0.16, -0.37], [-0.25, 0.10, 0.12], [0.06, 0.37, 0.33]], "lowdin_charge": [-0.109, -0.215, 0.480, -0.189, -0.237, -0.091, -0.229, -0.097, 0.091, 0.097, 0.080, 0.092, 0.099, 0.086, 0.098, 0.093, 0.098, -0.090, -0.251, 0.486, -0.258, -0.205, -0.114, -0.196, -0.065, 0.085, 0.084, 0.101, 0.096, 0.087, 0.091, 0.086, 0.056, 0.080, -0.085, -0.218, 0.507, -0.266, -0.211, -0.133, -0.232, -0.090, 0.071, 0.090, 0.077, 0.089, 0.098, 0.068, 0.070, 0.090, 0.079, -0.127, -0.223, 0.474, -0.261, -0.196, -0.118, -0.237, -0.068, 0.084, 0.093, 0.079, 0.078, 0.099, 0.079, 0.071, 0.083, 0.085, -0.104, -0.273, 0.595, -0.265, -0.248, -0.134, -0.224, -0.103, 0.099, 0.076, 0.084, 0.079, 0.077, 0.073, 0.084, 0.092, 0.079, -0.166, -0.196, 0.557, -0.191, -0.220, -0.098, -0.188, -0.177, 0.094, 0.096, 0.092, 0.076, 0.059, 0.096, 0.099, 0.094, 0.084, 0.074, -0.375, -0.009, 0.016, -0.382, 0.046, -0.020, -0.010, 0.108, 0.107, 0.100, 0.103, 0.114, 0.104, 0.012, -0.343, -0.017, 0.021, -0.287, 0.025, -0.029, -0.013, 0.053, 0.091, 0.104, 0.093, 0.111, 0.116, 0.040, -0.305, -0.004, -0.017, -0.321, -0.015, -0.023, -0.036, 0.100, 0.108, 0.113, -0.001, 0.118, 0.108, 0.050, -0.368, -0.001, 0.001, -0.261, -0.005, -0.017, -0.049, 0.053, 0.109, 0.104, 0.085, 0.112, 0.089], "smiles": "COP(=O)(OC)OC.COP(=O)(OC)OC.COP(=O)(OC)OC.COP(=O)(OC)OC.COP(=O)(OC)OC.COP(=O)(OC)OC.Oc1ccc(O)cc1.Oc1ccc(O)cc1.Oc1ccc(O)cc1.Oc1ccc(O)cc1", "total_charge": 0}

---

Entry 2:
{"formula": "C2H3BrO3S", "method": "ωB97M-V/def2-TZVPD", "species": ["C", "C", "O", "O", "O", "S", "Br", "H", "H", "H"], "coordinates": [[1.112, -0.163, -0.094], [-0.091, 0.498, -0.725], [-1.874, -1.357, 0.484], [-1.283, 0.580, 1.778], [0.568, -0.971, 0.953], [-0.931, -0.326, 0.722], [-0.233, 2.383, -0.608], [1.730, -0.904, -0.661], [1.896, 0.646, 0.284], [-0.893, -0.387, -2.131]], "forces_ev_per_angstrom": [[4.80, 0.38, -0.66], [-2.54, -2.49, -0.98], [0.11, -0.51, -0.89], [0.79, 0.07, -0.64], [-1.62, 1.23, -0.27], [-1.10, 0.10, 1.68], [0.09, -0.43, -0.63], [-0.70, 0.99, -0.29], [-1.84, -1.54, -0.45], [2.00, 2.18, 3.12]], "lowdin_charge": [-0.372, -0.770, -0.267, -0.292, -0.209, 0.566, 0.764, 0.132, 0.154, 0.295], "de_lowest_ev": 3.782, "total_charge": 0}

---

Entry 3:
{"formula": "C5H6O2", "method": "ωB97M-V/def2-TZVPD", "species": ["O", "C", "C", "O", "C", "C", "C", "H", "H", "H", "H", "H", "H"], "coordinates": [[2.199, 1.407, -1.360], [1.637, 0.930, -0.402], [0.902, -0.385, -0.463], [0.678, -1.015, 0.818], [-0.737, -1.044, 0.594], [-1.289, 0.314, 0.642], [-0.588, -0.338, -0.690], [1.593, 1.442, 0.581], [1.395, -1.067, -1.163], [-1.278, -1.942, 0.846], [-2.387, 0.374, 0.589], [-0.824, 1.075, 1.256], [-1.300, 0.248, -1.248]], "forces_ev_per_angstrom": [[-0.33, -0.25, 0.58], [0.24, 0.20, -0.37], [0.08, 0.07, -0.25], [0.05, -0.20, -0.04], [-0.47, -0.44, 0.68], [0.51, -0.39, 0.90], [-1.46, 2.48, 0.66], [0.05, 0.02, -0.13], [0.07, 0.07, 0.13], [0.08, -0.24, 0.09], [0.68, 0.02, -0.39], [0.14, -0.17, -0.03], [0.34, -1.18, -1.82]], "lowdin_charge": [0.069, -0.186, -0.249, -0.029, -0.280, -0.038, -0.077, 0.136, 0.162, 0.144, 0.115, 0.103, 0.130], "smiles": "O=C[C@H]1O[C@H]2C[C@H]21", "de_lowest_ev": 3.774, "total_charge": 0}

---

Number 1: Kohn-Sham gap 0.296 Ha, lowest unoccupied orbital energy 0.0162 hartree, HOMO level -7.601 eV. Number 2: Kohn-Sham gap 0.345 Ha, lowest unoccupied orbital energy -0.0541 hartree, HOMO level -10.870 eV. Number 3: Kohn-Sham gap 0.376 Ha, lowest unoccupied orbital energy 0.0292 hartree, HOMO level -9.448 eV.